2 unconnected molecules or ions with the total composition C6H10N in a non-equilibrium geometry. Source: OMol25; level of theory: wB97M-V/def2-TZVPD.

Geometry as XYZ:
```
17
Properties=species:S:1:pos:R:3
C -0.4953 -0.8097 1.2826
C -1.5884 1.2858 0.6446
C -1.1265 0.0490 0.3251
C 2.2427 0.9376 -0.1655
C -1.4329 -0.5542 -1.0203
C 2.1133 -0.0669 -1.0127
N -0.1280 -1.6014 2.0195
H -2.2510 1.9215 -0.0233
H -1.4720 1.7575 1.7262
H 1.8670 0.0346 -2.0389
H 2.4839 0.7950 0.9578
H 2.1113 1.9083 -0.5073
H -0.0404 -2.3284 2.6999
H -1.1857 -1.5765 -1.0139
H -0.8217 -0.2423 -1.8749
H -2.5109 -0.3904 -1.3764
H 2.2344 -1.1195 -0.6225
```

Summary:
Net charge: +1
2S+1: 3
HOMO-LUMO gap (spin up / spin down) (eV): 8.12 / 5.58
HOMO level (spin up / spin down) (eV): -11.8 / -13.8
<S²>: 2.009
Molar mass (g mol⁻¹): 96.15

A molecular structure, C12H12N2O2PdTe4. Source: OMol25; level of theory: wB97M-V/def2-TZVPD.

Geometry as XYZ:
```
33
Properties=species:S:1:pos:R:3
Pd -0.2829 -2.7208 0.4488
C 2.0993 1.7663 -2.9779
C 1.4944 0.6946 -2.0544
O 1.9873 0.5876 -0.9380
C 0.4590 -0.0949 -2.6416
C -0.3456 -1.0638 -2.0500
C -0.9980 -2.0637 -2.9738
N -0.7584 -1.1119 -0.7858
N -0.6392 0.0937 -0.1090
C -0.3914 -0.0439 1.1385
O -0.1898 -1.1653 1.7589
C -0.3379 1.1903 1.9703
C -0.4554 2.4544 1.3951
C -0.3988 3.5915 2.1828
C -0.2216 3.4869 3.5592
C -0.0981 2.2310 4.1352
C -0.1541 1.0896 3.3456
H 1.9774 2.7360 -2.4910
H 1.6403 1.8023 -3.9673
H 3.1710 1.5851 -3.0832
H 0.3882 -0.0404 -3.7235
H -1.7427 -1.5325 -3.5729
H -1.5189 -2.8429 -2.4206
H -0.2723 -2.5145 -3.6554
H -0.5785 2.5130 0.3217
H -0.4869 4.5689 1.7222
H -0.1754 4.3786 4.1743
H 0.0451 2.1372 5.2058
H -0.0565 0.1011 3.7740
Te 0.2034 -4.8549 -0.9059
Te -2.0219 -6.1622 -1.4168
Te -1.7387 -6.0349 2.7478
Te 0.3977 -4.7615 1.8869
```

Summary:
Net charge: -2
HOMO-LUMO gap (eV): 5.59
HOMO level (eV): -1.3
Molar mass (g mol⁻¹): 833.06

A molecular structure, C18H21BrMnN3O3S in a non-equilibrium geometry. Source: OMol25; level of theory: wB97M-V/def2-TZVPD.

Geometry as XYZ:
```
48
Properties=species:S:1:pos:R:3
Mn 0.7570 0.4307 -0.3144
S 0.8543 1.8282 1.6775
C -0.1518 0.5100 2.1853
C -0.7173 0.3654 3.4663
C -1.4988 -0.7296 3.7374
C -1.7306 -1.6980 2.7535
C -1.1512 -1.5021 1.5264
N -0.3936 -0.4315 1.2576
H -0.5277 1.1217 4.2149
H -1.9370 -0.8451 4.7215
H -2.3357 -2.5732 2.9405
H -1.2820 -2.2138 0.7203
Br -4.6616 3.4284 -2.7593
C -3.1418 2.6028 -1.9885
C -2.0531 3.3837 -1.6420
C -0.9390 2.7787 -1.0686
C -0.9177 1.4087 -0.8517
C -2.0189 0.6446 -1.2040
C -3.1436 1.2366 -1.7739
H -2.0796 4.4523 -1.8086
H -0.1035 3.3990 -0.7706
H -2.0302 -0.4262 -1.0313
H -4.0079 0.6442 -2.0426
C 3.4182 1.7371 -1.8846
N 3.2167 0.7834 -2.9573
C 4.4126 0.4441 -3.7268
C 4.3052 -0.9479 -4.3028
C 2.9804 -1.0700 -5.0203
N 1.8952 -0.7443 -4.1034
C 0.6412 -1.4479 -4.2934
C 2.0579 0.1086 -3.0776
O 1.1071 0.2964 -2.2741
H 3.9944 1.2959 -1.0677
H 2.4686 2.0954 -1.5018
H 3.9619 2.5991 -2.2755
H 5.2667 0.5142 -3.0518
H 4.5577 1.1864 -4.5187
H 4.3412 -1.6768 -3.4930
H 5.1323 -1.1355 -4.9872
H 2.8159 -2.0932 -5.3587
H 2.9435 -0.4239 -5.9047
H 0.7844 -2.5190 -4.1336
H 0.2803 -1.2903 -5.3119
H -0.1042 -1.0732 -3.6017
O 3.4269 -1.6136 -1.5305
C 3.2571 -1.3596 -0.3497
O 2.3077 -0.6455 0.1610
H 3.8839 -1.8420 0.4153
```

Summary:
2S+1: 5
HOMO-LUMO gap (spin up / spin down) (eV): 7.60 / 8.29
HOMO level (spin up / spin down) (eV): -7.8 / -7.8
<S²>: 6.164
Molar mass (g mol⁻¹): 494.29

4 unconnected molecules or ions with the total composition C57H54BN2O11P in a non-equilibrium geometry. Source: OMol25; level of theory: wB97M-V/def2-TZVPD.

Geometry as XYZ:
```
126
Properties=species:S:1:pos:R:3
C -6.5568 -2.4228 6.0029
C -5.4260 -1.3906 5.8906
B -4.3997 -1.6801 4.7281
O -4.3857 -2.9746 4.2102
C -3.3620 -0.6075 4.1130
C -3.0401 0.3650 5.2997
C -1.6661 1.0807 5.3265
C -0.6946 0.4168 6.3303
C -1.8999 2.5438 5.7813
C -2.0519 -1.3905 3.9735
O -1.5796 -2.1564 4.7864
N -1.4348 -1.0317 2.7349
C -2.5644 -0.7221 1.8577
C -2.9829 -2.0927 1.2782
P -1.7662 0.2158 0.4388
O -0.5211 -0.7716 -0.0011
O -2.8117 -0.1749 -0.7522
C -3.6713 0.0333 2.7147
C -3.3918 1.5407 2.7155
C -3.9075 2.3180 1.5200
O -4.0441 3.5328 1.5552
C -4.9963 -0.3211 2.0073
N -6.1624 0.5123 2.2370
C -6.4947 0.8743 3.5937
H -7.1461 -2.4974 5.0944
H -6.1035 -3.3892 6.2005
H -7.1762 -2.1970 6.8646
H -5.8010 -0.3722 5.9026
H -4.8410 -1.4898 6.8121
H -5.1646 -3.1172 3.6675
H -3.8448 1.0939 5.3446
H -3.1121 -0.1836 6.2327
H -1.2058 1.1583 4.3491
H -0.4175 1.1060 7.1195
H 0.2161 0.1025 5.8281
H -1.1342 -0.4595 6.7922
H -2.8466 2.9359 5.4187
H -1.1140 3.2086 5.4345
H -1.9473 2.5969 6.8650
H -0.7016 -0.3377 2.8008
H -2.1164 -2.4857 0.7536
H -3.7722 -2.0337 0.5392
H -3.2335 -2.8156 2.0493
H 0.1672 -0.7165 0.6674
H -2.4761 0.1458 -1.5919
H -3.8005 2.0389 3.5849
H -2.3159 1.6906 2.7080
H -4.1288 1.7536 0.5945
H -4.7925 -0.2449 0.9430
H -5.2790 -1.3604 2.1603
H -6.2366 1.2757 1.5887
H -6.9123 0.0119 4.1047
H -5.6851 1.3253 4.1704
H -7.2998 1.6042 3.5616
C 8.4987 -3.5692 -0.2590
C 9.2075 -2.3943 -0.4881
C 8.5312 -1.2170 -0.7548
C 7.1429 -1.2101 -0.8041
C 6.4323 -2.3940 -0.5938
C 7.1153 -3.5698 -0.3120
C 4.9455 -2.4203 -0.6843
O 4.3251 -3.4446 -0.4954
C 4.2409 -1.1501 -1.0222
C 2.8591 -1.1598 -1.1653
C 2.1866 0.0124 -1.4661
C 2.8918 1.2028 -1.6183
C 4.2691 1.2175 -1.4828
C 4.9494 0.0413 -1.1923
C 6.4341 0.0698 -1.0787
O 7.0531 1.1054 -1.2135
H 9.0290 -4.4869 -0.0428
H 10.2889 -2.3978 -0.4568
H 9.0760 -0.3001 -0.9284
H 6.5590 -4.4804 -0.1398
H 2.3160 -2.0871 -1.0427
H 1.1137 -0.0003 -1.5799
H 2.3635 2.1193 -1.8454
H 4.8235 2.1377 -1.6031
C -6.7493 0.6098 -2.9510
C -6.7073 0.7997 -1.5739
C -7.8654 1.1001 -0.8777
C -9.0704 1.2220 -1.5564
C -9.1092 1.0502 -2.9414
C -7.9467 0.7353 -3.6335
C -10.3826 1.2155 -3.6982
O -10.4182 1.0598 -4.9002
C -11.6082 1.5840 -2.9350
C -12.7959 1.7941 -3.6236
C -13.9470 2.1252 -2.9303
C -13.9192 2.2410 -1.5444
C -12.7377 2.0372 -0.8532
C -11.5770 1.7158 -1.5448
C -10.3084 1.5295 -0.7860
O -10.2816 1.6292 0.4224
H -5.8443 0.3666 -3.4918
H -5.7657 0.7090 -1.0456
H -7.8400 1.2424 0.1924
H -7.9865 0.5932 -4.7042
H -12.8116 1.6991 -4.7001
H -14.8701 2.2926 -3.4687
H -14.8217 2.4941 -1.0044
H -12.7079 2.1294 0.2233
C 15.8577 -1.4349 -5.9655
C 16.0625 -1.2601 -4.6008
C 15.0497 -0.7534 -3.8054
C 13.8293 -0.4095 -4.3724
C 13.6303 -0.5670 -5.7457
C 14.6454 -1.0890 -6.5368
C 12.3438 -0.1682 -6.3850
O 12.1692 -0.3129 -7.5764
C 11.2834 0.4176 -5.5185
C 10.0939 0.8423 -6.0964
C 9.0918 1.3755 -5.3035
C 9.2709 1.4837 -3.9281
C 10.4564 1.0670 -3.3488
C 11.4683 0.5384 -4.1392
C 12.7447 0.1181 -3.4972
O 12.8986 0.2032 -2.2964
H 16.6483 -1.8383 -6.5839
H 17.0145 -1.5216 -4.1586
H 15.1998 -0.6197 -2.7434
H 14.4807 -1.2182 -7.5972
H 9.9595 0.7529 -7.1651
H 8.1666 1.7067 -5.7558
H 8.4848 1.8916 -3.3061
H 10.6032 1.1520 -2.2811
```

Summary:
HOMO-LUMO gap (eV): 7.98
HOMO level (eV): -9.1
Molar mass (g mol⁻¹): 984.85

A molecular structure, C4H8IrOS4Sb2Se4. Source: OMol25; level of theory: wB97M-V/def2-TZVPD.

Geometry as XYZ:
```
24
Properties=species:S:1:pos:R:3
Ir -0.5933 0.0596 -0.4639
S -2.4706 4.6271 0.7905
Sb -2.8286 2.6005 -0.1983
S -0.7345 2.0523 -1.4356
S -1.7516 0.9017 1.2843
Se -2.6222 -4.7787 -3.8514
Sb -2.2478 -4.5708 -1.5097
Se -1.4384 -1.4233 -1.9168
Se -4.1055 -4.4328 -0.0194
Se -0.1109 -5.2096 -0.6372
O 0.2217 -1.5502 0.7793
S -0.1973 -1.6812 2.2409
C 0.6137 -3.2229 2.7415
C -0.4220 -4.0043 3.5371
C -1.6999 -3.8931 2.7087
C -1.8562 -2.4232 2.3407
H 1.5268 -2.9804 3.2835
H 0.8472 -3.7234 1.7984
H -0.5487 -3.5742 4.5365
H -0.1069 -5.0427 3.6554
H -2.5856 -4.2623 3.2265
H -1.5832 -4.4855 1.8020
H -2.3763 -1.8405 3.1029
H -2.3489 -2.2409 1.3847
```

Summary:
Net charge: -2
2S+1: 2
HOMO-LUMO gap (spin up / spin down) (eV): 5.88 / 5.22
HOMO level (spin up / spin down) (eV): -1.9 / -1.9
<S²>: 0.768
Molar mass (g mol⁻¹): 951.95